18
Properties=species:S:1:pos:R:3:forces:R:3:mulliken_charge:R:1 method="wB97M-V/def2-TZVPD" charge=+1 smiles="C=CCCC[NH3+]" lumo_energy_ev=-3.893 orbital_gap_ev=8.578
C -0.869 -2.194 0.188 -1.6 -1.4 2.1 -0.99
C -1.059 -1.147 -0.651 0.5 -0.1 -1.8 0.08
C -1.202 0.352 -0.484 0.3 0.2 2.7 -0.74
C 0.020 1.352 -0.778 -0.9 0.5 -1.3 -0.53
C 1.393 1.007 -0.075 -2.1 -0.5 -1.4 -0.56
N 1.156 0.277 1.216 -2.5 -1.6 -0.1 -0.22
H -1.645 -2.670 0.902 1.7 2.1 0.5 0.22
H -0.177 -3.014 -0.020 -0.8 -0.1 -1.4 0.30
H -1.129 -1.575 -1.649 1.7 0.8 -0.9 0.34
H -2.101 0.815 -0.909 0.2 -0.3 0.1 0.37
H -1.203 0.416 0.642 -1.1 0.4 -0.8 0.39
H -0.343 2.377 -0.566 0.0 -0.6 1.3 0.37
H 0.034 1.650 -1.871 1.1 -1.5 0.7 0.42
H 1.893 1.857 0.295 0.9 1.2 -0.5 0.40
H 1.991 0.385 -0.767 -0.1 0.3 0.8 0.30
H 0.383 -0.510 1.118 1.1 1.5 0.0 0.05
H 1.956 -0.283 1.399 1.2 -0.2 0.8 0.39
H 0.901 0.906 2.010 0.4 -0.7 -0.7 0.40

16
Properties=species:S:1:pos:R:3:forces:R:3:mulliken_charge:R:1 method="wB97M-V/def2-TZVPD" lumo_energy_ev="-0.213 / 0.194" orbital_gap_ev="8.250 / 7.113"
C 2.776 1.200 0.632 0.2 -1.8 -0.1 -0.28
C -0.598 -1.102 0.852 1.2 1.5 1.5 -0.86
C -1.561 1.498 -1.439 0.8 0.7 1.0 -0.79
C 0.238 -1.786 -0.215 1.7 1.8 0.7 -0.62
N 2.312 0.089 0.182 0.5 1.0 1.3 -0.23
P 1.298 -0.389 -0.963 -1.5 -0.7 -2.0 -0.03
H 2.314 2.205 0.540 0.3 -0.6 -0.1 0.27
H 3.723 0.974 1.138 -0.2 1.2 0.3 0.27
H -0.022 -0.182 1.315 -1.1 -1.8 -0.7 0.20
H -1.506 -0.657 0.413 0.2 -0.6 0.5 0.24
H -0.726 -1.814 1.674 -0.7 0.4 0.0 0.29
H -1.259 2.165 -2.299 -0.5 -1.0 1.1 0.29
H -1.549 1.957 -0.374 -0.1 -1.0 -2.1 0.25
H -1.583 0.390 -1.547 -0.1 1.2 0.0 0.21
H -0.417 -2.085 -0.964 -1.0 -0.6 -1.8 0.34
H 0.804 -2.671 0.074 0.1 0.2 0.4 0.45

53
Properties=species:S:1:pos:R:3:forces:R:3:mulliken_charge:R:1 method="wB97M-V/def2-TZVPD" charge=+2 lumo_energy_ev=-8.508 orbital_gap_ev=5.820
Rh -1.133 -2.050 -0.769 -0.4 1.9 0.6 -0.18
C 3.131 -2.045 -3.945 0.0 0.0 0.0 -0.42
C 1.756 -2.152 -4.113 0.1 0.0 0.0 -0.84
C 0.961 -2.433 -3.019 -0.1 -0.1 0.0 -0.23
C 1.547 -2.569 -1.764 -0.1 -0.5 0.1 0.69
C 2.926 -2.467 -1.586 0.0 0.0 0.2 -0.12
C 3.712 -2.206 -2.688 0.0 0.0 0.0 -0.71
N 0.678 -2.824 -0.664 -0.2 1.4 -1.1 0.63
N 1.129 -3.034 0.467 -0.2 -1.0 0.7 -0.45
C 0.129 -3.077 1.450 0.4 0.2 -0.1 0.16
C 0.397 -3.558 2.703 0.0 -0.2 0.4 -0.52
C -0.618 -3.513 3.659 0.2 -0.1 0.0 -0.33
C -1.846 -2.979 3.320 0.0 0.1 -0.1 -0.89
C -2.055 -2.521 2.025 -0.2 0.1 0.2 -0.04
N -1.083 -2.570 1.121 0.3 -0.2 -0.4 0.48
H 3.760 -1.849 -4.804 0.0 0.0 0.0 0.42
H 1.316 -2.044 -5.094 0.0 0.0 0.0 0.43
H -0.099 -2.615 -3.152 -0.1 0.1 0.0 0.45
H 3.356 -2.591 -0.602 0.0 0.0 0.0 0.48
H 4.785 -2.122 -2.574 0.0 0.0 0.0 0.41
H 1.377 -3.970 2.909 0.0 0.1 0.0 0.54
H -0.439 -3.887 4.659 0.0 0.0 0.0 0.47
H -2.650 -2.914 4.040 0.0 0.0 -0.1 0.46
H -3.004 -2.105 1.710 0.0 0.0 0.0 0.49
C -0.165 3.768 2.012 0.0 -0.1 0.0 -1.07
N 0.136 2.413 1.540 -0.2 0.3 -0.3 0.00
N -0.386 1.884 0.383 -0.3 0.6 -0.2 0.50
C -0.064 0.577 0.329 0.1 -0.4 -0.3 1.05
O -0.417 -0.145 -0.707 0.5 -0.5 0.6 -0.53
C 0.696 0.285 1.464 0.0 -0.3 0.1 -0.80
C 0.782 1.454 2.203 0.2 -0.1 0.1 0.15
C 1.455 1.719 3.507 -0.1 0.0 -0.1 -1.66
C -0.880 2.715 -0.697 0.2 -0.1 0.2 0.11
C -2.018 2.335 -1.381 -0.3 0.0 0.1 -0.28
C -2.471 3.126 -2.429 0.0 -0.1 0.1 -0.75
C -1.789 4.278 -2.784 0.0 0.0 0.0 -0.51
C -0.639 4.640 -2.097 0.1 0.0 0.1 -0.77
C -0.177 3.854 -1.052 0.3 0.0 -0.1 0.05
H -1.034 4.149 1.488 0.0 0.0 0.0 0.40
H 0.676 4.438 1.851 0.0 0.0 -0.1 0.37
H -0.388 3.723 3.075 0.0 -0.1 0.0 0.41
H 1.141 -0.664 1.708 0.0 0.1 0.0 0.60
H 2.067 0.867 3.789 0.0 0.0 0.0 0.38
H 0.722 1.894 4.298 0.0 0.0 0.0 0.38
H 2.093 2.602 3.446 0.0 0.0 0.0 0.38
H -2.559 1.450 -1.078 0.0 0.1 0.0 0.46
H -3.373 2.845 -2.958 0.0 0.0 0.0 0.41
H -2.147 4.893 -3.599 0.0 0.0 0.0 0.42
H -0.092 5.529 -2.381 0.0 0.0 0.0 0.41
H 0.752 4.105 -0.553 -0.1 0.0 0.0 0.51
S -3.098 -2.676 -1.877 0.0 -0.7 0.1 -0.21
C -3.350 -1.408 -0.785 -0.4 -0.3 -0.6 0.68
N -3.506 -0.555 -0.007 0.4 0.0 0.0 -0.47

19
Properties=species:S:1:pos:R:3:forces:R:3:mulliken_charge:R:1 method="wB97M-V/def2-TZVPD" smiles="CC/C=C/CCO" lumo_energy_ev=1.127 orbital_gap_ev=10.586
C 2.534 -0.157 -0.039 0.0 0.0 0.0 -1.12
C 1.635 1.034 -0.410 0.0 0.2 0.0 -0.28
C 0.237 0.808 0.088 -0.1 0.1 -0.1 -0.09
C -0.908 0.912 -0.590 0.2 0.1 0.1 -0.67
C -2.149 0.209 -0.078 0.0 0.0 0.0 -0.35
C -1.784 -1.259 0.294 -0.4 0.0 0.2 -0.55
O -0.697 -1.771 -0.448 -0.1 -0.2 -0.3 -0.55
H 2.591 -0.278 1.049 0.0 0.0 -0.2 0.29
H 2.146 -1.097 -0.447 0.1 0.2 0.0 0.30
H 3.552 -0.009 -0.413 -0.2 0.0 0.0 0.36
H 2.053 1.948 0.026 0.0 0.0 0.0 0.28
H 1.619 1.166 -1.499 0.0 0.1 0.2 0.26
H 0.178 0.379 1.093 0.1 0.0 -0.1 0.20
H -0.927 1.337 -1.595 0.1 -0.1 0.1 0.27
H -2.936 0.223 -0.839 0.2 0.0 0.1 0.31
H -2.560 0.712 0.805 0.0 -0.1 -0.1 0.29
H -1.558 -1.321 1.369 0.0 0.0 -0.2 0.27
H -2.640 -1.912 0.100 0.0 0.1 0.1 0.33
H -0.320 -1.011 -0.915 0.1 -0.3 0.1 0.44

88
Properties=species:S:1:pos:R:3:forces:R:3:mulliken_charge:R:1 method="wB97M-V/def2-TZVPD" lumo_energy_ev=0.101 orbital_gap_ev=9.119
C -0.270 -0.865 0.019 0.6 -0.5 -0.5 1.20
C 0.174 0.388 0.685 0.3 -1.0 -0.5 0.38
O -0.503 1.445 0.091 -0.8 1.4 0.2 0.28
H -1.274 -1.038 0.318 -0.9 -0.4 0.2 0.16
H 0.385 -1.672 0.380 -0.4 0.1 -0.4 -0.64
H -0.247 -0.775 -1.096 0.2 -0.1 1.0 -0.84
H 1.219 0.510 0.547 1.2 0.3 0.0 0.01
H -0.025 0.375 1.738 -0.1 -0.1 0.7 0.02
H -0.619 2.081 0.822 0.0 0.1 -1.0 -0.18
C 2.750 1.928 -3.446 -0.3 0.5 -0.2 -1.42
C 1.965 2.025 -2.141 -0.9 -0.9 -0.5 0.63
O 0.546 1.655 -2.317 1.4 -0.1 1.2 -0.79
H 3.671 2.519 -3.301 -0.2 -0.4 -0.3 0.43
H 2.171 2.386 -4.278 0.4 -0.2 0.5 0.33
H 2.997 0.890 -3.756 -0.1 0.6 0.5 0.18
H 1.931 3.015 -1.723 0.4 0.7 -0.2 0.14
H 2.423 1.392 -1.380 -0.1 -0.1 0.0 -0.24
H 0.278 1.606 -1.339 -0.5 0.0 -1.5 0.28
C -1.476 2.776 2.947 6.6 2.4 4.4 0.56
O -0.436 2.943 3.873 -5.1 -1.0 -4.9 -0.82
N -1.468 3.310 1.719 1.1 1.3 0.1 -0.44
N -2.500 2.052 3.275 -4.0 -1.3 0.1 -0.50
H -0.673 3.922 1.460 -0.4 -0.3 0.3 0.27
H -2.313 3.405 1.185 -0.1 -0.1 -0.1 0.22
H -2.543 1.629 4.188 0.2 0.3 0.2 0.27
H -3.410 2.082 2.745 1.5 0.1 0.8 0.29
C 1.820 -1.506 -3.018 3.1 -0.7 7.4 0.06
O 2.258 -1.060 -1.825 -1.1 -1.6 -5.2 -0.30
N 2.046 -2.741 -3.429 3.7 -3.1 0.3 -0.45
N 0.908 -0.950 -3.679 -3.2 3.0 -2.8 -0.13
H 2.946 -3.064 -3.025 -1.0 -0.3 -0.4 0.32
H 1.852 -3.117 -4.358 0.0 0.6 0.5 0.20
H 0.651 -0.080 -3.283 -0.8 1.8 0.0 0.29
H 0.658 -1.243 -4.612 0.1 0.3 0.2 0.32
C -0.144 4.595 -1.025 0.2 0.4 0.2 -0.59
O 0.683 4.443 0.132 -2.1 0.1 0.1 -0.60
H -0.689 5.518 -0.988 -0.3 0.7 0.4 0.33
H -0.858 3.811 -1.195 -0.2 -0.8 0.5 0.03
H 0.403 4.635 -1.930 0.9 0.0 -0.9 0.45
H 1.591 4.383 -0.091 1.2 -0.2 -0.3 0.34
C 1.728 -3.776 0.183 -0.7 -1.2 -0.1 0.01
O 2.941 -4.498 0.170 0.8 -1.3 0.6 -0.58
H 1.700 -3.083 -0.665 0.2 -0.1 0.4 -0.12
H 1.680 -3.307 1.141 -0.4 1.0 0.5 0.12
H 0.852 -4.470 0.120 0.4 0.4 -0.1 0.21
H 2.995 -5.075 0.979 -0.2 1.0 -1.3 0.33
C -2.212 -0.617 -4.022 -0.2 0.1 -1.0 -0.69
O -1.755 -1.526 -3.058 -0.1 -0.2 0.3 -0.45
H -1.622 0.301 -4.059 0.2 0.1 0.1 0.24
H -3.242 -0.291 -3.789 0.4 -0.6 -0.2 0.22
H -2.137 -1.091 -5.037 -0.5 0.5 0.6 0.31
H -0.800 -1.612 -3.201 -0.3 -0.1 0.4 0.35
C 2.813 1.680 3.209 0.3 -1.2 -2.0 -0.30
O 2.013 2.650 2.569 0.3 0.5 -0.1 -0.44
H 3.059 1.911 4.213 0.3 0.5 1.2 0.47
H 3.786 1.526 2.620 -1.5 0.2 0.7 0.17
H 2.211 0.755 3.213 0.7 -0.1 0.1 -0.21
H 1.202 2.733 3.099 -0.1 0.2 0.0 0.28
C 0.402 -1.363 3.748 -1.6 -0.7 0.4 -0.20
O 1.711 -1.764 3.744 2.4 -0.1 0.0 -0.47
H 0.192 -0.328 3.942 0.5 0.9 -0.1 0.01
H -0.021 -1.872 4.604 -1.2 -0.3 -0.1 0.53
H -0.036 -1.650 2.800 -0.6 0.0 0.0 -0.18
H 1.834 -2.275 4.545 0.5 0.1 -0.1 0.33
C -2.429 -3.287 -0.428 0.8 0.2 -0.9 0.10
O -2.835 -4.483 -1.061 -1.8 -0.5 2.5 -0.59
H -2.743 -2.460 -1.059 -0.2 0.4 0.3 0.09
H -1.328 -3.266 -0.489 -0.3 0.2 0.8 -0.05
H -2.825 -3.207 0.590 0.2 -0.2 -0.3 0.09
H -2.363 -4.512 -1.845 1.3 -0.3 -2.4 0.33
C -3.594 0.227 -0.564 2.3 -1.2 -0.3 0.54
O -4.589 0.811 -1.322 -1.3 0.8 -0.2 -0.60
H -3.216 0.790 0.312 -0.5 0.1 -0.4 -0.33
H -2.736 0.142 -1.268 0.0 -0.4 1.0 -0.34
H -3.865 -0.798 -0.241 0.0 0.6 -0.1 0.20
H -4.115 1.158 -2.075 -0.4 0.3 -0.3 0.42
C -3.848 -0.738 2.456 1.0 3.4 2.5 -1.14
O -2.461 -0.539 2.529 0.9 0.4 -0.2 -0.16
H -3.956 -1.618 2.027 -1.0 -4.2 -1.9 0.29
H -4.347 0.005 1.872 -0.5 0.6 -0.4 0.49
H -4.233 -0.724 3.465 -0.6 -0.2 0.4 0.32
H -2.298 0.404 2.720 0.1 -0.8 -0.2 0.32
C 3.599 -0.880 1.029 -1.6 -2.0 1.5 -0.35
O 4.028 0.170 0.235 0.4 0.2 -0.3 -0.54
H 2.499 -1.038 0.966 0.3 0.4 -0.1 -0.06
H 3.731 -0.678 2.121 0.5 -0.2 -1.1 0.27
H 3.939 -1.916 0.725 0.5 1.2 0.4 0.42
H 3.813 -0.133 -0.652 -0.1 0.2 -0.5 0.25

41
Properties=species:S:1:pos:R:3:forces:R:3:mulliken_charge:R:1 method="wB97M-V/def2-TZVPD" spin_multiplicity=6 lumo_energy_ev="0.071 / -0.360" orbital_gap_ev="8.007 / 8.208"
Fe -0.849 -0.303 1.588 -0.3 0.4 0.3 0.77
C -2.845 0.780 2.271 -0.2 0.2 -0.2 -0.49
C -3.178 -0.575 2.038 -0.1 0.1 0.0 -0.12
C -2.439 -1.357 2.930 -0.2 -0.2 0.4 -0.81
C -1.660 -0.486 3.738 0.0 -0.3 0.3 -0.43
C -1.928 0.832 3.342 0.0 0.1 0.0 -0.66
H -3.179 1.627 1.693 0.0 0.0 0.0 0.43
H -3.816 -0.951 1.255 0.0 0.0 0.0 0.41
H -2.416 -2.432 2.957 0.0 0.0 0.0 0.44
H -0.974 -0.785 4.515 0.0 -0.1 0.0 0.49
H -1.436 1.716 3.714 -0.1 0.0 0.0 0.40
O 1.504 -3.634 1.590 0.2 -0.1 0.0 -0.70
C 1.043 -2.513 1.612 -0.3 0.2 0.1 0.23
O -0.172 -2.167 1.885 0.5 -0.6 -0.1 -0.43
C 1.911 -1.312 1.276 0.1 0.1 0.1 0.60
C 3.258 -1.329 0.957 0.0 0.0 0.0 -0.74
C 3.854 -0.126 0.604 0.0 0.0 0.0 -0.21
C 3.099 1.041 0.544 -0.1 0.0 0.0 -0.77
C 1.765 0.969 0.894 0.1 0.0 0.1 0.67
N 1.227 -0.178 1.277 0.4 -0.3 0.0 0.06
C 0.718 2.063 0.806 0.0 -0.1 0.1 0.30
O 0.942 3.052 0.112 0.2 0.1 -0.1 -0.80
O -0.344 1.772 1.443 -0.1 0.1 -0.3 -0.47
H 3.796 -2.266 0.980 0.0 0.0 0.0 0.52
H 4.907 -0.099 0.355 0.0 0.0 0.0 0.44
H 3.519 1.985 0.229 0.0 0.0 0.0 0.53
C -0.373 0.378 -4.744 0.0 0.0 0.0 -1.11
N -0.508 0.162 -3.324 0.0 0.0 0.1 0.08
C -1.412 -0.788 -2.689 0.0 0.1 0.0 -0.42
C -1.128 -0.495 -1.225 0.1 0.0 0.0 -0.06
O -1.659 -1.056 -0.256 0.1 0.2 -0.2 -0.50
N -0.208 0.464 -1.113 -0.1 -0.1 -0.2 0.20
C 0.116 0.847 -2.346 0.1 0.1 -0.1 0.33
N 1.001 1.817 -2.535 0.0 -0.2 -0.2 -0.23
H -0.672 -0.527 -5.270 0.0 0.0 0.0 0.36
H 0.670 0.570 -4.999 0.0 0.0 0.0 0.39
H -0.992 1.206 -5.098 0.0 0.0 0.0 0.32
H -1.178 -1.824 -2.940 0.0 0.0 0.0 0.34
H -2.459 -0.589 -2.927 0.0 0.0 0.0 0.31
H 1.333 2.293 -1.697 -0.2 0.2 0.1 0.10
H 1.162 2.220 -3.440 0.0 0.0 0.0 0.23

Which relative energy (zero: lowest compared OMol25 entry of this formula, charge and spin) belongs to each record? In order, 4.116 4.008 1.754 1.369 0.000 0.535 eV.